{"formula": "CH16O6", "method": "ωB97M-V/def2-TZVPD", "symbols": ["C", "H", "H", "H", "H", "O", "H", "H", "O", "H", "H", "O", "H", "H", "O", "H", "H", "O", "H", "H", "O", "H", "H"], "positions_angstrom": [[-2.68882, -0.34499, 3.25600], [-2.66043, -1.42556, 3.12544], [-2.30354, 0.42579, 3.98446], [-3.76621, -0.30432, 3.51607], [-2.39601, 0.16419, 2.28000], [0.43929, -0.44991, 1.71175], [0.32817, -1.18097, 1.09690], [0.92009, 0.23474, 1.23607], [4.62548, 2.19070, -3.93266], [4.03348, 1.71098, -3.34254], [4.22919, 3.06841, -3.97270], [0.20182, -3.48521, -1.08760], [-0.17240, -3.86333, -0.28359], [0.02978, -4.17341, -1.74289], [1.10218, 3.53215, 0.30120], [0.86723, 4.11201, -0.43830], [1.33675, 2.68277, -0.10724], [-2.85705, -2.05673, 0.43175], [-2.48311, -1.53724, -0.30755], [-2.62198, -1.51975, 1.19986], [1.29882, 0.83607, -1.98069], [0.53038, 1.01851, -2.52319], [2.00687, 0.36511, -2.42057]], "total_charge": 0, "lumo_energy_ha": 0.000, "gap_ev": 11.37, "fmax_ev_per_a": 2.766, "smiles": "C.O.O.O.O.O.O", "e_homo_ev": -11.387}

---

{"formula": "C29H28N2P2PtS3", "method": "ωB97M-V/def2-TZVPD", "symbols": ["Pt", "S", "P", "C", "P", "S", "C", "C", "C", "C", "C", "C", "C", "C", "C", "C", "C", "C", "C", "C", "C", "C", "C", "C", "C", "C", "C", "C", "C", "C", "H", "H", "H", "H", "H", "H", "H", "H", "H", "H", "H", "H", "H", "H", "H", "H", "H", "H", "H", "H", "C", "N", "C", "C", "N", "C", "S", "H", "H", "H", "H", "H", "H", "H", "H"], "positions_angstrom": [[0.89525, 1.72216, 2.08906], [0.78213, -0.29071, 3.60899], [0.53337, -1.05616, 1.77399], [0.52216, 0.33315, 0.76071], [0.72045, 0.81150, -0.90087], [1.91664, 2.36723, -1.11841], [1.28103, -0.62286, -1.88378], [0.38405, -1.54220, -2.41728], [0.83931, -2.67126, -3.07711], [2.20201, -2.89585, -3.20672], [3.10353, -1.98113, -2.68324], [2.64623, -0.84825, -2.03057], [-0.94008, 1.15321, -1.54941], [-1.10133, 1.48188, -2.89325], [-2.35865, 1.77415, -3.39080], [-3.46598, 1.74671, -2.54864], [-3.30982, 1.42558, -1.20959], [-2.04806, 1.12944, -0.71120], [-0.95801, -2.07491, 1.67351], [-1.44933, -2.71366, 2.80793], [-2.57448, -3.51747, 2.71971], [-3.21836, -3.68207, 1.50129], [-2.73841, -3.03679, 0.36964], [-1.61193, -2.23651, 0.45792], [1.90597, -2.12958, 1.26291], [1.72747, -3.37839, 0.68544], [2.82734, -4.11745, 0.27189], [4.10609, -3.61372, 0.44231], [4.28831, -2.36347, 1.02145], [3.19479, -1.62349, 1.42738], [-0.68412, -1.37247, -2.35151], [0.13039, -3.37397, -3.49536], [2.56024, -3.77905, -3.71984], [4.16815, -2.14632, -2.78408], [3.34340, -0.12379, -1.62741], [-0.23934, 1.51791, -3.54888], [-2.47892, 2.02662, -4.43606], [-4.44827, 1.97564, -2.94105], [-4.16780, 1.40137, -0.54998], [-1.91840, 0.87547, 0.33539], [-0.95606, -2.56605, 3.76055], [-2.95295, -4.00957, 3.60544], [-4.09859, -4.30797, 1.43450], [-3.24389, -3.15076, -0.58032], [-1.24959, -1.72276, -0.42323], [0.73253, -3.78457, 0.54802], [2.68182, -5.08935, -0.18068], [4.96380, -4.19229, 0.12463], [5.28570, -1.96607, 1.15497], [3.33238, -0.64789, 1.87965], [-2.01480, 3.68719, 2.54583], [-0.99868, 4.48162, 1.88715], [-1.14434, 4.76298, 0.45434], [0.23570, 5.31461, 0.06646], [1.04343, 4.92558, 1.21463], [0.30852, 4.34109, 2.17116], [0.95821, 3.63848, 3.57669], [-2.99198, 4.11098, 2.32056], [-1.85370, 3.70319, 3.61996], [-1.96929, 2.64747, 2.19719], [-1.96284, 5.45946, 0.27919], [-1.35190, 3.82678, -0.07717], [0.24047, 6.39951, -0.05205], [0.60587, 4.83787, -0.84032], [2.03317, 4.74999, 1.17834]], "total_charge": 0, "lumo_energy_ha": [0.022, -0.028], "spin_multiplicity": 3, "gap_ev": [7.11, 7.05], "fmax_ev_per_a": 0.505, "e_homo_ev": [-6.512, -7.797]}

---

{"formula": "C3H6N2O2", "method": "ωB97M-V/def2-TZVPD", "symbols": ["C", "C", "N", "O", "C", "N", "O", "H", "H", "H", "H", "H", "H"], "positions_angstrom": [[0.44314, -1.16348, 1.45770], [0.04483, -0.16246, 0.70513], [-1.09012, 0.51481, 0.31881], [-2.10836, -0.26199, -0.20576], [0.17928, 0.63745, -0.49470], [1.02797, -0.18348, -1.33152], [0.37313, 2.00996, -0.74806], [-0.21302, -1.55325, 2.22608], [1.31633, -1.75324, 1.19882], [-2.79617, -0.12957, 0.47670], [1.66119, 0.46963, -1.80050], [1.66288, -0.77533, -0.78681], [-0.50107, 2.35094, -1.01589]], "total_charge": 0, "lumo_energy_ha": 0.026, "gap_ev": 9.27, "fmax_ev_per_a": 2.652, "smiles": "C=C1N(O)[C@@]1(N)O", "e_homo_ev": -8.568}